C47H74N4O17 | ωB97M-V/def2-TZVPD

Geometry as XYZ:
```
142
Properties=species:S:1:pos:R:3:forces:R:3
O -1.302801 -3.503901 0.923883 -0.355 -0.084 -0.020
C -0.587500 -3.501094 1.891503 0.822 -0.241 -0.304
O -0.276414 -4.647258 2.528415 -0.277 -0.136 0.202
C 0.669265 -4.408202 3.613042 -0.630 0.231 -0.602
C 0.565024 -2.909689 3.856853 1.097 -0.280 0.428
C 0.206767 -2.361817 2.480273 -0.527 -0.404 0.745
H 1.637182 -4.727855 3.227196 0.118 0.018 0.222
H 0.351210 -5.012350 4.457171 0.111 -0.117 -0.019
H 1.504552 -2.491322 4.226662 -0.162 -0.371 -0.202
H -0.140165 -2.679039 4.656137 -0.327 0.004 -0.402
H 1.103823 -2.226721 1.872551 0.014 0.004 -0.138
H -0.328721 -1.418025 2.562460 -0.205 -0.429 -0.354
O 3.385001 7.545194 1.544425 -0.053 -0.048 -0.312
C 3.112470 6.380998 1.603603 0.232 0.317 0.719
O 3.665111 5.460016 0.791076 -0.082 -0.220 -0.145
C 3.161360 4.148581 1.072022 -0.259 -0.572 -0.252
C 2.136858 4.264947 2.207513 -0.212 -0.215 -0.120
C 2.221633 5.722413 2.640868 -0.080 -0.240 -0.255
H 3.972392 3.453434 1.294723 0.172 0.697 -0.059
H 2.673640 3.761237 0.176138 0.107 0.215 -0.158
H 2.323467 3.523640 2.983403 0.050 0.180 0.152
H 1.141157 4.044128 1.820310 0.007 -0.020 0.021
H 2.680620 5.870251 3.616902 -0.046 0.063 0.012
H 1.246266 6.203691 2.627163 0.074 0.141 0.175
O -5.716292 0.212299 3.236778 -0.405 0.015 -0.545
C -5.220780 -0.748882 2.720524 0.715 0.230 1.382
O -5.859913 -1.549848 1.846803 0.225 0.030 -0.817
C -5.017445 -2.689674 1.553020 -0.533 -0.902 0.321
C -4.135275 -2.809090 2.777821 0.532 -0.086 -0.249
C -3.848483 -1.324742 3.052074 -0.343 -0.673 -0.682
H -4.420619 -2.654886 0.640748 -0.001 1.012 0.021
H -5.680467 -3.539108 1.375799 -0.150 0.045 0.367
H -3.263873 -3.402735 2.501715 0.050 0.022 0.354
H -4.673670 -3.262269 3.610206 0.034 -0.068 0.005
H -3.145210 -0.954970 2.303693 0.059 0.074 0.015
H -3.475214 -1.070430 4.038557 -0.259 0.078 0.083
O 2.068942 -2.930376 -0.609597 0.203 -0.892 -0.033
C 1.588523 -3.674988 -1.424901 0.047 0.644 0.472
O 2.230604 -4.785259 -1.855728 0.175 -0.009 -0.268
C 1.437595 -5.455706 -2.841520 -1.776 -0.246 0.460
C 0.008835 -4.956551 -2.560579 -0.479 0.159 -0.460
C 0.256930 -3.520100 -2.090830 -0.442 -1.146 -0.589
H 1.417148 -6.530262 -2.679292 0.777 -0.020 -0.033
H 1.715786 -5.208345 -3.865168 0.480 0.060 0.095
H -0.510603 -5.541282 -1.798134 0.413 -0.015 0.258
H -0.651440 -5.039225 -3.430456 0.281 0.160 -0.173
H -0.529140 -3.181337 -1.429442 0.175 0.251 0.154
H 0.355341 -2.863545 -2.961615 0.022 0.071 0.468
O -1.923300 0.425920 1.146501 -0.364 0.177 -0.437
C -0.920462 0.251909 0.506129 0.087 -0.953 -0.566
O 0.194854 0.943232 0.758819 0.178 1.490 -1.197
C 1.301460 0.474279 -0.024861 -4.378 -2.017 -1.556
C 0.657579 -0.341887 -1.147238 0.299 0.058 -0.433
C -0.647763 -0.812692 -0.551280 -0.489 1.630 0.763
H 1.865751 -0.170407 0.658172 -2.791 0.962 -0.775
H 1.984181 1.245426 -0.369862 -3.995 -0.728 -1.746
H 1.268896 -1.187965 -1.439618 0.181 0.322 -0.071
H 0.576000 0.315325 -2.016242 -0.451 -0.152 -0.100
H -0.562875 -1.734109 0.025131 -0.152 -0.083 -0.374
H -1.537158 -0.778322 -1.174467 0.144 -0.601 -0.275
O 2.935498 -0.835972 -3.683058 -0.244 0.114 0.326
C 2.376314 -1.385443 -4.575220 0.282 -0.240 -0.960
O 1.057683 -1.770001 -4.528874 -0.181 0.135 1.021
C 0.659802 -2.498586 -5.682617 0.288 0.352 -1.582
C 1.607637 -1.906916 -6.728442 0.231 0.410 -0.067
C 2.900009 -1.864109 -5.913465 -0.526 -0.482 -0.234
H -0.375831 -2.283010 -5.941729 -0.074 0.043 0.426
H 0.787191 -3.580249 -5.577740 0.083 0.052 0.322
H 1.265389 -0.879317 -6.890406 0.091 0.033 -0.036
H 1.721980 -2.326367 -7.726158 -0.255 -0.589 0.259
H 3.711417 -1.346100 -6.410257 0.128 0.305 0.525
H 3.197931 -2.898395 -5.691895 0.279 0.028 -0.268
O -2.553022 2.757302 5.679451 -0.002 0.134 0.408
C -2.797376 3.204023 4.598805 -0.090 -0.586 -0.054
O -2.178476 4.308464 4.126381 0.452 0.258 -0.049
C -2.548749 4.546148 2.767394 -0.979 0.591 -0.251
C -3.155211 3.241505 2.278689 0.252 -0.597 -0.193
C -3.745405 2.633528 3.562472 0.738 1.549 -0.473
H -1.731164 4.964421 2.180647 0.428 -0.503 0.234
H -3.293435 5.353339 2.742668 -0.131 -0.154 0.227
H -2.383236 2.556932 1.918006 -0.011 0.220 -0.142
H -3.899204 3.385272 1.497489 0.072 0.089 -0.004
H -3.763380 1.555261 3.599262 -0.387 -0.021 0.076
H -4.704173 3.135329 3.711531 -0.278 -0.619 0.296
C 4.861993 1.178216 -0.703195 2.170 -0.204 -2.310
O 6.088855 1.516614 -0.063372 0.013 0.232 0.045
H 4.380461 0.330286 -0.206875 2.245 1.072 -2.308
H 4.203982 2.042799 -0.673174 0.620 0.089 -0.507
H 5.030085 0.873426 -1.738987 0.235 0.316 -0.420
H 6.450476 0.720790 0.333384 0.027 -0.057 -0.039
C -0.938392 1.080822 -4.711173 0.738 -0.005 -0.066
O -2.187845 1.445909 -5.272195 0.066 -0.219 0.075
H -0.223379 0.715787 -5.457826 -0.110 0.145 -0.162
H -0.483209 1.961271 -4.256269 -0.068 -0.014 0.098
H -0.981411 0.279484 -3.966024 -0.434 0.087 0.075
H -2.244157 1.059609 -6.148279 -0.151 -0.006 0.019
C -5.116527 1.342275 0.078574 0.670 0.482 0.882
O -5.793856 2.600286 0.009410 0.256 -0.306 -0.118
H -5.767264 0.589863 0.521982 -0.133 -0.349 -0.731
H -4.593884 1.123300 -0.852645 -0.510 -0.400 -0.221
H -4.290281 1.396455 0.793625 -0.179 0.418 0.042
H -6.440136 2.489594 -0.693799 -0.099 0.257 0.083
N 1.255620 0.136410 3.331927 0.256 0.238 -0.371
C -0.057488 0.503478 3.285334 -0.246 1.050 1.718
C -0.562050 0.378899 4.571908 -0.186 -0.049 -1.426
C 0.453853 -0.168363 5.370225 0.553 0.327 0.543
C 1.589690 -0.286970 4.589253 -0.630 0.600 0.260
H 1.874730 0.165056 2.528463 0.005 0.079 0.443
H -0.538317 0.939190 2.423254 0.413 -0.165 1.300
H -1.558565 0.716841 4.804035 0.025 -0.248 0.460
H 0.363422 -0.372003 6.425250 0.184 -0.090 0.019
H 2.584079 -0.611134 4.838078 0.055 -0.047 -0.036
N -3.245044 -3.200074 -2.624965 -0.149 0.709 -0.387
C -4.360845 -2.798348 -1.936009 0.462 -0.747 0.577
C -4.415856 -1.441352 -1.967374 -0.488 0.459 -0.847
C -3.410477 -0.981344 -2.878840 0.299 -0.453 0.889
C -2.669334 -2.092189 -3.196793 -0.283 -0.259 -0.877
H -2.897118 -4.125566 -2.785761 -0.276 -0.173 0.164
H -4.998678 -3.514126 -1.444760 0.086 0.016 0.090
H -5.175158 -0.849726 -1.487151 -0.011 0.007 -0.012
H -3.205686 0.036944 -3.165976 -0.047 -0.014 -0.118
H -1.926917 -2.266924 -3.961011 0.300 0.316 0.229
N 4.514437 -0.020751 2.492593 0.885 -0.153 0.285
C 4.110173 1.155777 1.917064 -1.360 -0.209 0.371
C 3.319419 0.835025 0.842149 2.049 1.405 4.742
C 3.364336 -0.583545 0.685725 0.857 -2.038 2.190
C 4.115504 -1.076705 1.721916 -0.408 0.066 0.233
H 4.968407 -0.083238 3.385392 0.062 -0.095 -0.047
H 4.337954 2.093567 2.394209 0.045 -0.170 -0.071
H 2.811443 1.498309 0.161299 3.286 0.511 2.745
H 2.776416 -1.176140 0.002930 1.162 -0.258 -0.174
H 4.277765 -2.076117 2.091524 0.042 -0.117 -0.342
N 2.828988 4.685254 -2.660603 -0.103 -0.611 -0.612
C 3.280530 3.493653 -3.201444 -0.026 0.988 0.472
C 2.366624 2.528014 -2.877232 0.543 -0.446 -0.155
C 1.331945 3.150452 -2.148913 -0.486 -0.308 0.065
C 1.616350 4.481141 -2.067827 0.074 0.442 0.296
H 3.320323 5.554544 -2.757144 -0.141 0.128 0.103
H 4.217058 3.523742 -3.731728 0.005 -0.412 -0.001
H 2.462619 1.471031 -3.073407 0.001 0.020 -0.141
H 0.480676 2.641074 -1.724158 -0.135 0.193 -0.047
H 1.040778 5.281708 -1.633509 0.146 0.055 0.057
```
Forces are in eV/Å.

Results
multiplicity	1
largest force on an atom	5.35	eV/Å
total energy	-90698.683	eV
Kohn-Sham gap	0.28175	Ha
HOMO energy	-7.7	eV

=====

C2H3N3S | ωB97M-V/def2-TZVPD

Geometry as XYZ:
```
9
Properties=species:S:1:pos:R:3:forces:R:3
C 0.956533 0.060051 -0.153204 1.186 -2.391 0.034
C 0.283409 1.144064 0.131883 -3.168 -3.435 1.109
N 0.185414 -1.088015 0.076878 0.736 1.661 -0.533
N -1.138642 0.575051 0.660836 2.592 1.770 -0.329
N -1.115287 -0.781964 0.374571 0.472 -1.136 1.193
S -2.183403 0.219205 -0.712258 -0.618 0.080 -1.432
H 1.981096 -0.304542 -0.404451 -0.725 1.506 -0.034
H 0.436431 2.140481 0.189509 0.498 2.735 0.079
H 0.594452 -1.964332 -0.163764 -0.973 -0.789 -0.088
```
Forces are in eV/Å.

Results
multiplicity	1
largest force on an atom	4.80	eV/Å
total energy	-17423.259	eV
SMILES string	c1cn2sn2[nH]1
Kohn-Sham gap	0.31748	Ha
relative energy (zero: lowest compared OMol25 entry of this formula, charge and spin)	104.6	kcal/mol
HOMO energy	-8.0	eV

=====

C7H10ClLaNO4 | ωB97M-V/def2-TZVPD

Geometry as XYZ:
```
24
Properties=species:S:1:pos:R:3:forces:R:3
C 1.159097 -0.315738 -2.069776 -0.546 0.217 -0.902
C 0.439326 0.934115 -2.188962 0.205 -0.878 0.053
C -0.933573 0.628628 -2.443710 0.581 -0.329 0.135
C -1.080069 -0.786994 -2.487897 1.055 0.186 0.132
C 0.209085 -1.374829 -2.277967 0.278 0.537 0.010
La 0.375827 -0.389651 0.412058 -1.325 -5.682 -4.464
N 1.802823 -2.257008 0.272445 0.005 2.291 2.333
C 1.282689 1.033629 2.000937 3.175 2.008 0.920
C 1.420235 2.189919 1.157035 0.308 -1.256 2.348
H -1.708498 1.348421 -2.685906 0.074 -0.080 0.249
H 0.918513 1.916342 -2.173899 -0.346 -0.261 0.041
H -1.984175 -1.346847 -2.735137 0.267 0.300 0.211
H 0.454176 -2.445905 -2.279670 -0.185 0.685 0.222
H 2.204282 -0.444533 -1.729111 -0.687 -0.029 -0.616
H 2.386769 2.296932 0.545100 -1.343 -0.156 1.454
H 0.415286 0.328856 2.370352 1.340 3.561 1.457
H 2.437724 -2.275404 1.175402 -1.283 -0.104 -1.617
H 0.827913 3.132467 1.280904 -0.137 -1.415 -0.782
H 2.292756 0.516597 2.262271 -1.725 0.328 -1.058
O -2.630714 -1.096509 3.693140 0.013 1.274 -1.707
Cl -2.624875 -0.512052 2.345096 1.111 -1.548 -0.339
O -1.808425 -1.451801 1.450832 -1.002 1.386 1.136
O -3.966274 -0.415917 1.811847 1.187 0.322 0.538
O -1.889896 0.787278 2.294617 -1.021 -1.357 0.247
```
Forces are in eV/Å.

Results
multiplicity	1
largest force on an atom	7.35	eV/Å
total energy	-30472.137	eV
total charge	-1
Kohn-Sham gap (spin up / spin down)	0.17121 / 0.17140	Ha
relative energy (zero: lowest compared OMol25 entry of this formula, charge and spin)	86.0	kcal/mol
HOMO energy (spin up / spin down)	-3.2 / -3.2	eV